DFT (ωB97M-V/def2-TZVPD) results for C70H50BrN4O6P2STi as an isolated structure.

Geometry as XYZ:
```
135
Properties=species:S:1:pos:R:3:forces:R:3:mulliken_charge:R:1
Br 2.385 2.257 -3.641 -0.02 -0.01 0.04 -0.0526
Ti -0.453 -0.087 0.795 0.06 -1.03 -0.67 0.5804
S 0.257 -2.405 0.985 -0.03 0.45 0.08 0.2863
P -2.160 2.527 1.698 0.45 -0.19 -0.23 2.8977
P -2.844 -1.624 0.931 -0.06 0.27 -0.01 2.3414
O -0.367 -0.120 2.578 0.18 0.37 0.26 1.1400
O -0.632 1.356 -0.431 -0.04 -0.13 0.69 0.4125
O 0.027 0.154 4.735 0.16 -0.20 -0.15 -0.6836
O 10.781 -1.315 -5.791 -0.08 -0.02 -0.05 -0.4547
O 1.078 2.684 -0.918 -0.22 -0.16 -0.29 -0.6889
O -3.956 0.527 2.598 0.07 -0.12 0.05 -0.0610
N 4.748 -1.265 -3.518 -0.01 0.11 0.20 -0.0297
N 0.360 -0.885 -1.279 -0.13 0.16 0.08 1.3991
N 5.820 -0.344 -1.796 -0.07 -0.07 -0.12 -0.8604
N 1.673 0.272 0.749 -0.03 0.07 0.14 1.3020
C 7.288 -1.559 -4.997 0.06 0.02 0.01 -0.4592
C 0.522 1.949 -3.791 -0.10 -0.02 -0.11 0.2194
C -2.400 -3.046 4.680 0.00 0.01 0.04 -0.6992
C 0.033 1.759 -5.080 0.06 0.02 0.06 -0.5336
C 4.484 -0.429 -1.516 -0.10 -0.08 -0.18 1.0674
C -2.475 -4.424 4.560 -0.01 -0.03 0.00 -0.6971
C 2.272 0.919 1.734 0.15 0.12 0.06 -0.1870
C 1.894 -3.542 5.097 -0.03 0.02 -0.04 -0.7660
C 7.211 -0.974 -3.732 0.12 0.08 0.14 0.2359
C -3.064 -3.406 -3.320 -0.01 0.00 -0.01 -0.8402
C 0.472 5.679 2.297 0.04 0.01 0.05 -0.8186
C -3.493 3.908 3.807 0.07 -0.06 -0.05 -0.4368
C -4.987 -0.106 1.968 0.03 0.08 0.02 0.4204
C -1.311 1.500 -5.284 -0.03 0.00 0.06 -1.0338
C -4.611 -1.187 1.177 -0.17 -0.04 -0.08 0.0878
C 0.906 3.952 3.899 0.02 -0.02 0.01 -0.3343
C -4.362 3.946 4.883 -0.02 0.02 0.02 -0.9923
C -4.994 1.657 4.473 0.09 0.05 0.04 -0.5281
C -4.325 2.997 0.064 0.01 0.02 0.04 -0.8557
C -2.965 4.417 -1.879 -0.03 0.04 -0.02 -1.0129
C 1.937 -4.387 3.992 0.00 0.03 0.02 -0.7514
C -2.207 -3.556 -1.074 -0.04 0.01 0.03 -0.5612
C 1.616 -1.647 -3.646 -0.04 0.02 0.10 -0.5982
C 0.147 -0.547 3.763 -0.41 0.21 -0.18 -0.0814
C 0.777 -1.879 3.737 0.08 0.07 0.27 -0.0376
C -2.266 -4.034 -2.378 -0.02 -0.02 0.05 -1.0200
C 3.799 0.028 -0.346 -0.21 -0.07 -0.11 0.4081
C -4.148 1.653 3.375 0.03 0.17 -0.03 -0.6669
C -6.958 -1.644 0.785 0.00 0.04 0.03 -1.0935
C 0.254 -1.695 -3.525 0.00 0.05 0.13 -1.7130
C 1.317 -2.299 4.959 0.01 -0.05 0.00 -1.0527
C 2.411 -0.165 -0.297 0.14 -0.01 -0.18 -0.2148
C -1.685 1.595 -2.923 -0.03 -0.04 0.03 -0.0941
C 1.417 -3.979 2.782 -0.02 -0.01 -0.01 -1.2531
C -4.989 3.420 -1.075 -0.03 -0.01 -0.03 -0.8473
C 0.824 -2.719 2.622 0.03 -0.24 0.00 1.2921
C -3.799 -2.284 -2.957 0.02 0.01 -0.05 -0.7213
C 1.213 5.194 3.363 -0.02 0.02 -0.02 -0.7722
C -3.746 -1.809 -1.659 0.04 0.06 -0.05 -1.0358
C -2.962 -2.449 -0.692 0.04 -0.10 0.01 0.6937
C -5.100 2.820 5.221 -0.03 -0.07 0.00 -0.7657
C -6.319 0.276 2.087 -0.01 -0.03 0.00 -0.8471
C 3.654 1.145 1.758 -0.15 -0.06 -0.07 -1.6615
C -0.845 3.659 2.257 -0.07 0.09 0.05 0.7111
C -0.335 1.867 -2.694 0.33 0.10 -0.18 0.9658
C 2.381 -1.172 -2.567 -0.06 0.05 0.07 0.8121
C -3.371 2.755 3.034 -0.23 -0.06 0.21 0.1398
C -4.312 4.141 -2.049 -0.01 0.01 -0.01 -0.7979
C -2.506 -2.244 3.555 0.04 -0.02 0.04 -0.5911
C 5.950 -0.853 -3.003 0.11 0.04 0.02 0.2585
C 3.793 -0.996 -2.569 0.04 0.06 0.23 -0.3380
C -2.176 1.420 -4.200 0.02 0.01 -0.08 -0.8955
C -0.338 -1.303 -2.316 0.01 -0.09 -0.13 -1.3415
C -2.794 -4.197 2.185 -0.02 0.02 -0.05 -0.8931
C 9.597 -0.578 -3.800 0.00 -0.02 -0.02 -0.4648
C -2.296 3.983 -0.744 0.17 -0.05 -0.05 -0.4571
C 8.492 -1.654 -5.658 -0.04 0.02 0.07 -0.8061
C 1.701 -0.778 -1.398 0.23 0.07 -0.05 -0.4877
C 0.136 2.020 -1.283 0.09 0.22 0.11 -0.2437
C -7.299 -0.494 1.484 0.03 0.02 0.01 -1.0542
C 9.656 -1.166 -5.062 0.01 -0.02 -0.04 0.9251
C -2.969 3.279 0.252 -0.22 0.01 0.08 1.1755
C -0.111 3.190 3.347 0.05 -0.14 0.04 -1.0280
C 8.379 -0.487 -3.147 -0.11 -0.09 -0.16 -0.8014
C -5.625 -1.976 0.634 -0.06 0.00 0.00 -0.3426
C 11.998 -0.832 -5.253 0.09 0.03 0.00 -0.8448
C -2.683 -4.995 3.313 -0.01 -0.02 -0.01 -0.9300
C 4.425 0.689 0.719 -0.09 0.03 0.10 -0.5690
C -0.557 4.923 1.755 -0.11 0.12 -0.10 -0.6147
C -2.682 -2.815 2.296 0.05 -0.02 -0.01 1.2819
H 6.407 -1.954 -5.487 -0.04 -0.02 -0.03 0.2369
H -6.040 3.195 -1.195 -0.02 0.00 -0.01 0.5000
H -2.420 4.964 -2.637 0.01 0.03 -0.04 0.4599
H -7.723 -2.269 0.349 -0.04 -0.03 -0.01 0.4825
H -1.539 -4.031 -0.374 -0.01 -0.07 0.12 0.4825
H -1.233 4.174 -0.664 -0.09 -0.02 0.01 0.2327
H 2.303 -3.853 6.048 0.01 -0.01 0.02 0.4510
H -8.335 -0.200 1.581 -0.03 0.00 0.00 0.4395
H -2.990 -4.666 1.231 0.04 0.02 -0.09 0.4362
H 1.640 1.299 2.527 0.05 -0.03 -0.02 0.1747
H 1.450 3.571 4.754 0.03 0.01 0.02 0.5148
H -6.583 1.156 2.657 -0.03 -0.04 -0.04 0.6478
H 2.383 -5.369 4.075 0.01 -0.03 0.00 0.4543
H -4.451 4.848 5.472 0.00 0.02 0.02 0.4646
H -2.455 -1.168 3.665 -0.01 0.03 -0.03 -0.0330
H -0.377 -2.025 -4.336 -0.02 0.00 -0.01 0.6614
H -2.767 -6.069 3.216 0.00 -0.03 0.00 0.4744
H -4.330 -0.934 -1.396 0.05 -0.02 -0.02 0.4987
H 10.483 -0.191 -3.318 0.01 -0.02 -0.03 0.4100
H 2.096 -1.949 -4.569 0.02 0.00 -0.02 0.4822
H -1.677 1.368 -6.291 -0.04 -0.01 -0.06 0.4433
H 8.560 -2.105 -6.637 0.02 -0.02 -0.04 0.4327
H 8.324 -0.035 -2.168 -0.03 0.02 0.05 0.4625
H -4.875 2.446 0.817 0.00 0.02 0.01 0.2188
H -2.386 -5.053 5.434 0.01 -0.02 0.04 0.4439
H 4.607 -1.658 -4.430 -0.02 -0.02 -0.03 0.1971
H 1.465 -4.641 1.927 -0.01 -0.01 -0.04 0.5642
H -5.548 0.767 4.738 -0.01 -0.01 0.01 0.6263
H -2.251 -2.586 5.647 0.00 0.00 0.03 0.4915
H -4.833 4.483 -2.932 -0.01 0.02 -0.04 0.4404
H 0.683 6.657 1.888 0.03 0.05 -0.01 0.4798
H 12.755 -1.041 -6.005 -0.01 0.02 0.06 0.2410
H 4.081 1.678 2.593 0.02 0.03 0.03 0.5557
H -2.351 1.540 -2.072 -0.02 -0.03 0.02 0.2499
H -3.230 1.231 -4.350 -0.04 0.00 -0.02 0.5178
H -5.759 2.839 6.078 -0.01 0.01 0.03 0.4440
H -5.370 -2.860 0.065 0.01 -0.01 0.01 0.5917
H -1.679 -4.900 -2.651 0.02 -0.03 -0.02 0.4908
H 12.252 -1.351 -4.326 0.01 0.03 0.00 0.3438
H 0.712 1.823 -5.917 0.02 0.00 -0.02 0.4960
H 11.950 0.246 -5.077 0.01 -0.02 0.02 0.3446
H -1.410 -1.333 -2.207 -0.04 0.05 -0.02 0.8025
H 5.495 0.838 0.691 0.03 0.01 -0.01 0.6127
H -0.345 2.229 3.795 -0.01 0.03 -0.05 0.2979
H -3.114 -3.785 -4.331 0.00 -0.02 -0.04 0.4553
H -4.420 -1.780 -3.685 -0.01 0.01 -0.02 0.4703
H -2.884 4.771 3.574 0.01 0.04 -0.02 0.5489
H 1.256 -1.620 5.799 -0.01 0.02 -0.01 0.5403
H -1.145 5.351 0.952 0.06 -0.05 0.10 0.5754
H 2.011 5.789 3.786 0.03 0.02 0.02 0.4116
```
Positions in Å, forces in eV/Å.

Net charge ... +1
Spin multiplicity ... 1
HOMO-LUMO gap ... 6.409 eV
Electronic energy ... -214219.6200 eV
HOMO energy ... -9.740 eV